{"formula": "C26H29FN4O13S3", "method": "wB97M-V/def2-TZVPD", "elements": ["N", "C", "O", "C", "C", "C", "S", "O", "O", "F", "O", "S", "O", "O", "O", "C", "C", "C", "C", "S", "H", "H", "H", "H", "H", "H", "H", "H", "H", "H", "H", "H", "H", "H", "C", "C", "C", "C", "C", "C", "N", "O", "O", "H", "H", "H", "H", "H", "C", "C", "C", "C", "C", "C", "N", "O", "O", "H", "H", "H", "H", "H", "C", "C", "C", "C", "C", "C", "N", "O", "O", "H", "H", "H", "H", "H"], "xyz": [[6.25, 0.85, -0.22], [4.95, 0.65, 0.36], [4.73, 0.73, 1.55], [3.84, 0.41, -0.65], [3.16, 1.77, -0.89], [1.81, 1.82, -1.63], [1.32, 0.37, -2.60], [-0.02, 0.53, -3.01], [2.35, 0.01, -3.50], [1.30, -0.70, -1.45], [1.91, 2.84, -2.66], [1.66, 4.28, -1.96], [0.61, 4.92, -2.65], [2.91, 4.92, -1.76], [1.14, 3.72, -0.56], [0.62, 2.39, -0.84], [0.02, 1.66, 0.34], [-1.52, 1.67, 0.35], [-2.11, 0.30, 0.03], [-3.80, 0.22, 0.73], [6.72, 1.55, 0.35], [6.80, 0.00, -0.09], [4.28, 0.04, -1.57], [3.16, -0.32, -0.22], [3.84, 2.40, -1.45], [3.02, 2.24, 0.09], [-0.16, 2.56, -1.59], [0.38, 0.63, 0.34], [0.39, 2.13, 1.25], [-1.90, 2.39, -0.37], [-1.87, 1.99, 1.33], [-2.18, 0.14, -1.05], [-1.52, -0.49, 0.48], [-4.32, -0.62, -0.17], [-1.10, 8.46, -4.30], [-1.23, 7.65, -3.18], [-2.21, 7.94, -2.24], [-3.03, 9.03, -2.45], [-2.91, 9.85, -3.56], [-1.93, 9.55, -4.49], [-4.08, 9.34, -1.46], [-4.16, 8.62, -0.48], [-4.81, 10.29, -1.67], [-0.33, 8.23, -5.03], [-0.59, 6.80, -3.03], [-2.34, 7.33, -1.36], [-3.57, 10.70, -3.68], [-1.81, 10.18, -5.36], [3.05, -5.75, -1.68], [2.92, -6.43, -0.47], [2.06, -5.96, 0.50], [1.33, -4.81, 0.23], [1.44, -4.13, -0.96], [2.31, -4.60, -1.92], [0.40, -4.30, 1.26], [0.32, -4.91, 2.31], [-0.24, -3.31, 0.99], [3.73, -6.13, -2.44], [3.50, -7.32, -0.29], [1.95, -6.47, 1.45], [0.85, -3.24, -1.13], [2.41, -4.08, -2.86], [-3.60, -5.95, 3.85], [-2.22, -6.03, 3.97], [-1.66, -6.93, 4.87], [-2.50, -7.73, 5.62], [-3.87, -7.66, 5.51], [-4.42, -6.76, 4.62], [-1.90, -8.69, 6.56], [-0.69, -8.72, 6.65], [-2.66, -9.40, 7.19], [-4.03, -5.25, 3.14], [-1.57, -5.40, 3.37], [-0.59, -7.01, 4.98], [-4.50, -8.30, 6.12], [-5.50, -6.69, 4.52]], "e_above_lowest_kj_mol": 0.0, "e_lumo_ha": -0.037, "e_homo_ev": -9.36, "total_charge": 0}